The following is a quantum chemistry calculation of a 14-piece molecular cluster, C15H58N18O14 overall, from OMol25.

Output
Highest occupied orbital energy (alpha / beta) = 0.4 / -6.7 eV
Expectation value of S² = 0.750
M = 714.74 g mol⁻¹
LUMO level (alpha / beta) = 1.97 / 1.93 eV
Multiplicity = 2
Gap between HOMO and LUMO (alpha / beta) = 0.058 / 0.319 Ha
Net charge = -1

Atoms and positions in Å:
O: -12.01 -4.17 16.77
O: -11.26 -6.24 19.39
O: -8.42 -9.10 21.03
O: -11.69 -1.21 20.60
O: -14.10 0.10 18.14
O: -12.60 -8.78 16.78
O: -12.91 -2.65 22.54
O: -16.14 -5.90 25.07
O: -8.67 -6.85 23.19
O: -7.86 -4.30 21.43
O: -12.53 -7.85 22.69
O: -16.49 -2.84 21.12
O: -15.54 -5.68 17.11
O: -10.19 -1.93 25.18
N: -14.18 -6.63 24.72
N: -16.32 -2.05 18.98
N: -9.94 -2.85 23.25
N: -12.79 -1.66 18.09
N: -8.49 -1.45 23.87
N: -10.62 -4.29 15.05
N: -8.59 -5.96 25.26
N: -14.99 -1.37 20.48
N: -14.13 -9.34 22.90
N: -10.39 -6.61 24.55
N: -14.04 -1.16 16.34
N: -11.91 -4.13 19.64
N: -12.17 -5.47 21.26
N: -13.04 -2.02 24.58
N: -14.92 -2.67 23.59
N: -10.37 -5.66 16.71
N: -12.12 -9.97 22.47
N: -15.35 -5.69 23.00
C: -9.41 -8.90 20.02
C: -15.24 -5.99 24.27
C: -13.60 -9.43 17.54
C: -14.60 -5.72 18.23
C: -9.56 -2.06 24.18
C: -10.71 -0.22 20.66
C: -11.02 -4.65 16.22
C: -13.06 -9.49 19.02
C: -15.98 -2.17 20.24
C: -12.91 -8.99 22.72
C: -13.70 -0.87 17.55
C: -8.12 -5.28 20.47
C: -11.72 -5.34 20.06
C: -9.17 -6.47 24.25
C: -13.62 -2.42 23.48
H: -11.07 -7.04 23.94
H: -12.37 -2.35 17.49
H: -14.28 -10.34 22.94
H: -12.80 -8.49 19.35
H: -8.53 -8.43 21.70
H: -11.58 -3.98 18.70
H: -10.37 -8.87 20.52
H: -9.92 -4.84 14.57
H: -13.92 -10.42 17.22
H: -12.32 -10.95 22.35
H: -13.57 -7.15 24.11
H: -15.42 -2.49 24.45
H: -12.25 -3.41 20.26
H: -9.18 -7.89 19.68
H: -7.32 -6.02 20.53
H: -14.99 -6.46 18.92
H: -14.40 -1.62 21.26
H: -9.37 -3.19 22.50
H: -8.98 -5.92 20.68
H: -12.46 -4.62 21.72
H: -9.09 -5.63 26.08
H: -15.47 -2.98 22.80
H: -16.25 -5.34 22.69
H: -9.41 -9.60 19.18
H: -11.86 -1.58 21.47
H: -13.63 -6.12 17.93
H: -12.03 -2.00 24.68
H: -14.76 -8.56 22.97
H: -10.61 -6.38 25.50
H: -17.14 -2.52 18.64
H: -12.24 -10.20 19.09
H: -9.60 -6.10 16.22
H: -8.25 -4.88 19.47
H: -8.01 -0.87 24.54
H: -14.54 -0.55 15.70
H: -14.28 -6.64 25.73
H: -10.79 -3.36 23.45
H: -12.35 -7.93 17.14
H: -7.61 -4.85 22.18
H: -16.32 -5.21 17.42
H: -8.05 -1.81 23.04
H: -14.47 -8.78 17.40
H: -10.66 0.03 21.72
H: -13.67 -2.04 16.01
H: -13.84 -9.85 19.69
H: -15.99 -1.26 18.43
H: -7.65 -5.68 25.04
H: -14.52 -4.74 18.70
H: -13.63 -1.70 25.33
H: -11.03 0.63 20.05
H: -11.16 -9.68 22.61
H: -9.78 -0.53 20.20
H: -10.76 -6.01 17.58
H: -11.33 -3.75 14.59
H: -14.56 -0.86 19.72
H: -14.56 -5.69 22.36
H: -12.53 -1.53 19.06
H: -11.96 -6.37 21.68

Here are the Löwdin charges for atoms 1 to 99, given in e: -0.01, 0.01, -0.15, -0.17, 0.01, -0.10, -0.01, -0.01, 0.01, -0.13, -0.07, 0.01, -0.14, 0.03, 0.17, 0.19, 0.21, 0.20, 0.19, 0.17, 0.16, 0.20, 0.18, 0.19, 0.19, 0.21, 0.21, 0.20, 0.20, 0.20, 0.17, 0.19, -0.16, -0.81, -0.29, -0.13, -0.86, -0.13, -0.75, -0.09, -0.76, -0.95, -0.80, -0.18, -0.78, -0.85, -0.72, 0.08, 0.06, 0.03, 0.05, 0.02, 0.08, 0.05, 0.11, 0.10, 0.02, 0.04, 0.12, 0.08, 0.05, 0.09, 0.07, 0.08, 0.09, 0.05, 0.08, 0.11, 0.06, 0.11, 0.08, 0.03, 0.05, 0.06, 0.11, 0.09, 0.11, 0.06, 0.12, 0.08, 0.13, 0.12, 0.10, 0.11, 0.05, 0.06, 0.05, 0.12, 0.09, 0.09, 0.10, 0.04, 0.09, 0.12, 0.07, 0.11, 0.08, 0.09, 0.08